Computed, not measured: CH20O9 as an isolated structure at a distorted geometry, with ωB97M-V/def2-TZVPD.

XYZ file:
```
30
Properties=species:S:1:pos:R:3:forces:R:3
O -10.098363 -2.242651 -34.447296 1.3 -1.7 3.5
H -10.712593 -2.609644 -35.301227 -2.0 1.1 -1.0
H -9.978326 -3.110474 -33.901829 0.0 2.3 -1.1
H -10.675375 -1.647453 -33.853031 0.3 -0.8 -1.3
C -12.885500 -2.572114 -36.738691 6.4 -4.2 -0.8
O -11.610222 -2.787707 -36.109932 -0.3 -0.7 -0.6
H -12.998268 -3.490840 -37.294451 -0.1 0.3 -1.8
H -12.943637 -1.674222 -37.153542 -0.7 3.2 -2.8
H -13.623587 -2.713166 -36.163700 -5.5 -0.3 5.2
O -12.596740 -1.485569 -33.749828 1.6 3.8 17.8
H -12.818645 -2.271807 -33.187695 0.1 1.3 -0.9
H -12.667664 -1.709956 -34.500588 -1.6 -5.0 -16.6
O -15.855229 -2.276140 -35.162645 -4.5 2.9 1.0
H -16.443733 -2.269418 -34.322528 2.2 -0.5 -2.2
H -15.107030 -2.792653 -35.127414 2.0 -2.3 1.2
O -11.333082 0.086074 -36.948578 -2.7 -1.8 0.7
H -12.128074 -0.656172 -36.833231 4.4 3.2 -0.8
H -10.539150 -0.249439 -37.402902 -1.0 -0.5 0.2
O -10.177592 -3.744895 -38.452736 -2.9 1.1 1.8
H -10.721907 -3.424535 -37.599082 2.0 -0.9 -2.2
H -9.284033 -3.907983 -38.208729 0.9 -0.1 0.6
O -12.112659 -5.418316 -35.494966 0.2 -0.4 0.6
H -12.079911 -4.488698 -35.763966 0.4 0.6 -0.4
H -11.280615 -5.497174 -35.004930 -0.3 -0.4 -0.2
O -14.406896 -4.540428 -34.202655 -2.4 -0.3 -2.8
H -13.711277 -4.998353 -34.651694 1.1 -0.8 -0.5
H -14.083668 -4.258448 -33.411495 1.4 1.0 3.5
O -14.826248 -2.694252 -39.302299 -0.1 1.0 3.4
H -14.165048 -2.597799 -38.556200 0.0 -0.5 -2.0
H -15.532057 -2.408384 -38.655853 -0.1 -0.4 -1.7
```
Forces are in eV/Å.

Results
- energy relative to the best compared isomer or geometry (same formula, charge and spin) (eV) = 6.4749
- maximum force (eV/Å) = 18.28
- 2S+1 = 1
- lowest unoccupied orbital energy (hartree) = -0.035
- Kohn-Sham gap (eV) = 9.58
- HOMO level (eV) = -10.53

---

Computed, not measured: a 12-piece molecular cluster, C30H84O12 overall at a distorted geometry, with ωB97M-V/def2-TZVPD.

XYZ file:
```
126
Properties=species:S:1:pos:R:3:forces:R:3
C 4.112230 -2.866205 -0.758917 0.5 0.0 -0.4
C 3.745547 -1.872564 -1.882575 -0.2 -0.3 0.6
C 4.174438 -2.371422 -3.244653 1.6 0.2 -0.8
O 2.342338 -1.553429 -1.857494 0.9 0.0 0.0
H 5.214052 -3.024016 -0.735863 -0.7 0.0 -0.1
H 3.601959 -3.829333 -0.860003 0.1 0.1 -0.3
H 3.819755 -2.477015 0.203374 -0.1 0.3 0.3
H 4.280839 -0.941372 -1.677270 -0.1 0.0 0.0
H 3.663291 -3.240412 -3.659415 -0.4 0.0 0.5
H 5.257077 -2.704330 -3.137410 -1.1 0.7 -0.5
H 4.073046 -1.557683 -4.010362 0.3 -0.6 0.6
H 1.960654 -2.411584 -2.105201 -0.7 -0.1 0.1
C 0.389764 3.588133 -0.656673 0.4 -0.1 0.8
C 1.231751 4.515957 -1.498320 -0.4 -1.1 -0.4
C 1.336891 5.887434 -0.966099 1.8 1.2 2.0
O 2.506929 3.969334 -1.844614 0.5 1.7 0.8
H 0.195541 2.640533 -1.153861 0.3 -0.2 0.0
H -0.582216 4.021487 -0.498636 -0.5 0.3 0.1
H 0.845904 3.438757 0.343497 -0.2 -0.1 -0.5
H 0.702106 4.633625 -2.399638 -0.8 -0.1 -1.7
H 0.424072 6.325788 -0.567621 -0.3 -0.3 -0.3
H 1.807728 6.610482 -1.638179 -0.2 -0.2 -0.2
H 2.022787 5.848363 -0.092619 -0.3 0.1 -0.2
H 2.546818 3.025308 -1.737758 -0.5 -0.9 -0.1
C 2.377798 -0.552048 3.354402 -0.4 -0.5 -0.2
C 2.144004 -0.627631 4.841080 0.0 1.1 0.8
C 3.105441 0.306256 5.653905 -0.9 -1.4 -0.3
O 0.760950 -0.315847 5.161669 0.2 1.5 -0.4
H 1.884400 0.314888 2.936985 0.2 0.5 -0.2
H 1.954158 -1.413390 2.832494 -0.2 0.0 0.1
H 3.433728 -0.570736 3.133966 0.4 0.3 -0.1
H 2.294214 -1.659575 5.160108 -0.1 0.1 0.3
H 2.985697 0.135169 6.723069 -0.2 0.1 0.0
H 3.063571 1.369812 5.439772 -0.3 0.1 -0.3
H 4.068027 -0.071707 5.392049 1.1 0.1 -0.1
H 0.642218 0.656057 4.943580 0.2 -1.6 0.4
C -1.281628 -5.224383 1.553939 -0.2 -0.6 0.9
C -1.256017 -5.367631 0.078930 -0.3 -0.4 -1.5
C -2.120180 -4.286269 -0.622444 1.4 -1.7 0.9
O 0.112647 -5.267541 -0.412176 -0.5 -0.3 0.8
H -2.268669 -5.450393 1.988770 0.3 0.0 -0.3
H -1.022625 -4.220267 1.844415 0.2 0.4 0.2
H -0.566776 -5.930495 1.991433 -0.1 0.1 0.2
H -1.602015 -6.389177 -0.221943 0.0 0.7 0.2
H -1.670108 -3.332497 -0.420703 -0.1 0.6 0.1
H -3.100577 -4.405461 -0.193583 -0.5 0.4 -0.1
H -2.087617 -4.478857 -1.670818 -0.4 0.0 -0.8
H 0.638842 -5.905919 0.099124 -0.1 0.4 -0.3
C -3.166648 4.313310 2.063607 0.1 0.5 0.3
C -2.315638 3.120809 2.322518 1.2 -1.9 -0.2
C -2.808457 2.246712 3.465202 -0.5 0.5 1.3
O -2.325792 2.271366 1.158195 -0.2 1.1 -0.3
H -4.111476 4.038779 1.655704 -0.7 -0.5 -0.7
H -2.724880 5.093648 1.431665 0.0 -0.3 0.3
H -3.447765 4.691698 3.028055 0.1 0.8 0.5
H -1.259489 3.374246 2.570038 -0.5 0.3 -0.4
H -2.941769 2.841838 4.396187 -0.1 -0.3 -0.5
H -2.160143 1.415855 3.772162 0.2 0.2 -0.5
H -3.759257 1.795832 3.181340 -0.2 0.1 0.1
H -1.799090 1.478293 1.321581 0.4 -0.4 0.2
C 0.518803 1.774740 -4.473123 0.5 0.2 1.2
C 2.011517 1.476597 -4.119580 0.4 0.8 -0.7
C 2.977834 2.572042 -4.655542 -0.2 -0.3 1.7
O 2.240972 1.371269 -2.698767 -0.4 -1.9 -0.2
H 0.242160 2.795629 -4.123600 0.3 -0.6 0.1
H -0.134103 1.047564 -3.929982 0.3 0.5 -0.8
H 0.351026 1.832975 -5.550390 0.0 -0.6 0.0
H 2.358209 0.517777 -4.532653 -0.5 0.1 -0.2
H 2.661557 3.520979 -4.200754 0.1 -0.1 -0.3
H 2.953983 2.659334 -5.729635 0.2 -0.1 -0.4
H 3.995911 2.363491 -4.234188 -0.7 0.1 -0.7
H 2.233405 0.377912 -2.552656 -0.1 1.5 0.4
C -4.448691 -0.834054 0.223291 1.4 0.5 -0.9
C -4.895295 0.487620 -0.438668 -1.1 -0.1 1.4
O -3.927844 1.396357 -0.867393 0.2 -0.8 -2.0
H -5.316549 -1.374040 0.541188 -0.6 -0.4 0.2
H -3.793164 -0.674398 1.107687 -0.4 0.1 -0.6
H -3.895122 -1.457197 -0.512772 -0.2 0.2 0.5
H -5.469972 1.022954 0.315858 -0.4 0.0 0.3
H -5.650050 0.282107 -1.219898 0.8 0.1 -0.1
H -3.402479 1.727318 -0.140535 0.4 0.3 0.9
C -2.225873 -1.130137 6.570541 -0.5 -0.7 -0.6
C -2.625874 -1.280400 5.078756 0.3 0.0 1.2
O -1.522182 -1.550479 4.239096 -0.3 -0.2 -0.7
H -3.135240 -0.916730 7.147863 0.3 0.0 0.0
H -1.513785 -0.336280 6.688096 0.2 0.7 0.1
H -1.727357 -2.023439 6.972257 -0.3 0.0 -0.2
H -3.131397 -0.355717 4.785814 -0.1 0.0 -0.2
H -3.323125 -2.111223 4.978851 -0.1 0.0 -0.1
H -0.715912 -1.175390 4.609505 0.4 0.2 0.3
C -4.513396 -1.533446 -4.076874 0.5 -1.2 -1.1
C -3.951546 -0.163164 -4.103721 -0.5 0.8 -0.9
O -2.713946 -0.074315 -3.405623 -0.6 0.0 -0.3
H -3.731570 -2.184155 -4.465616 -0.1 -0.4 -0.2
H -5.424874 -1.675805 -4.675698 0.3 0.3 0.1
H -4.709696 -1.865658 -3.089725 -0.3 -0.2 1.2
H -4.752063 0.460712 -3.720455 0.3 0.8 0.5
H -3.826594 0.151900 -5.161021 0.3 -0.1 0.5
H -2.900594 0.372362 -2.574207 0.0 0.3 0.3
C 3.674862 2.756309 1.903400 0.9 0.5 -0.3
C 4.722708 3.801013 1.451809 0.7 -0.3 0.4
O 4.223583 4.932009 0.777269 -0.4 0.4 0.3
H 4.186877 1.791979 2.088095 -0.4 0.5 0.1
H 2.964503 2.627302 1.099448 -0.2 -0.2 -0.3
H 3.124495 3.099943 2.771052 -0.1 -0.1 0.3
H 5.431204 3.307827 0.792578 0.2 -0.3 -0.2
H 5.358373 4.162054 2.307765 -0.9 -0.2 -0.6
H 3.919690 4.717318 -0.118857 0.0 -0.3 0.2
C 0.669106 -2.814630 -4.383541 -0.8 -0.8 -0.6
C 0.137118 -3.766715 -3.282661 0.2 1.7 -1.5
O 1.218931 -4.003047 -2.429035 0.4 0.3 -0.3
H 1.633837 -3.201046 -4.719393 0.1 0.3 0.2
H 0.690891 -1.748575 -4.129388 0.2 -0.4 0.3
H 0.044540 -2.894364 -5.275985 -0.2 0.1 0.1
H -0.222382 -4.704810 -3.700908 -0.1 -0.1 -0.2
H -0.693494 -3.275962 -2.764452 0.0 -0.1 0.0
H 0.796109 -4.455014 -1.708514 0.2 -0.7 1.4
C -0.604419 -0.407362 -0.813206 -0.1 1.5 0.5
C -0.738192 -0.938853 0.596548 -0.8 -1.3 -0.2
O -0.889076 0.081689 1.602700 0.5 -0.3 -0.5
H -1.522980 0.088453 -1.136858 0.1 -0.1 0.0
H -0.290081 -1.116247 -1.574886 -0.1 -0.4 0.3
H 0.179711 0.356039 -0.768441 0.0 0.0 -0.2
H 0.138407 -1.556518 0.771658 0.3 0.0 0.5
H -1.615182 -1.618518 0.672014 0.4 0.4 0.0
H -1.048620 -0.366460 2.448120 -0.1 -0.1 0.0
```
Forces are in eV/Å.

Results
- energy relative to the best compared isomer or geometry (same formula, charge and spin) (eV) = 0.6471
- maximum force (eV/Å) = 2.91
- 2S+1 = 1
- lowest unoccupied orbital energy (hartree) = 0.014
- structure (SMILES) = CC(C)O.CC(C)O.CC(C)O.CC(C)O.CC(C)O.CC(C)O.CCO.CCO.CCO.CCO.CCO.CCO
- Kohn-Sham gap (eV) = 9.77
- HOMO level (eV) = -9.40